No. 1
Molecular formula: C5H13NO2
Method: DFT, ωB97M-V/def2-TZVPD

Its LUMO energy is 0.6 eV. As for the total charge: 0. Its SMILES is C=C/C=C/CN.O.O. Its electronic energy is -403.453351 Ha. As for the orbital gap: 9.3 eV.

Positions of all 21 atoms, in Å:
O 0.884 -0.873 3.483
H -2.217 -2.718 -0.574
H -0.259 0.798 -2.643
H 1.858 -1.001 3.415
H -1.929 -0.167 -0.796
H -0.725 -3.614 1.245
H 1.320 2.463 -1.959
C -1.047 -0.817 -0.703
C 0.110 -0.689 -1.370
C -1.361 -2.150 -0.152
H 0.383 2.066 -0.557
O -0.270 3.488 0.642
H 0.086 -1.989 1.462
H 1.353 0.201 -2.768
H 0.423 3.794 1.220
N 1.071 1.743 -1.292
H 0.912 -1.353 -1.177
C -0.607 -2.599 0.854
H -1.085 3.651 1.081
H 0.524 -0.789 2.602
C 0.576 0.552 -2.011

No. 2
Molecular formula: C33H32N3O4P2SSn
Method: DFT, ωB97M-V/def2-TZVPD

Its LUMO energy is -10.3 eV. As for the total charge: +3. Its electronic energy is -3036.255414 Ha. As for the orbital gap: 5.1 eV.

Positions of all 76 atoms, in Å:
H -2.191 0.900 -1.037
P -0.739 2.285 1.253
C -4.567 3.439 0.665
N 1.616 2.660 -0.883
H -5.244 4.127 1.153
C 3.828 1.372 -4.293
N -0.271 0.618 0.676
C -0.968 -2.351 -2.951
C 2.601 0.967 -3.799
N 2.742 3.376 -0.817
C 2.545 -0.021 -2.815
H -1.324 -1.087 0.002
C -0.639 -4.726 -3.047
O 4.643 1.210 2.165
H -4.006 -4.607 0.163
H -2.509 -3.746 -3.445
C -4.064 1.930 -1.137
C -2.440 2.302 0.619
H -1.031 -5.714 -3.245
Sn -0.651 2.612 -1.980
P 0.959 -0.588 -2.232
H -3.029 3.704 2.138
C 3.716 -0.606 -2.327
C -1.407 -2.754 2.129
O 1.128 -0.661 -0.535
C -1.111 -0.556 0.935
C 0.522 1.619 5.016
C -1.817 1.023 5.008
H 4.622 3.241 0.188
C -0.799 1.905 3.022
C 4.940 -0.181 -2.816
H -2.047 -0.200 1.361
C 1.831 1.587 -0.117
C 3.118 1.624 0.442
H -2.886 1.367 3.185
H 2.267 -3.194 -2.220
H -2.300 -2.469 2.685
H -5.921 2.984 -0.939
H 3.873 2.118 -5.076
H -4.371 1.404 -2.032
C -3.318 3.198 1.224
C 0.699 -4.577 -2.696
H -1.590 -1.473 -3.063
H 5.958 1.108 -4.190
C -3.670 -3.912 0.929
H -4.277 -3.010 0.896
C 3.776 0.763 1.487
H -0.520 0.794 6.697
C -1.928 1.420 3.685
C -4.943 2.804 -0.513
C 3.654 2.813 -0.027
C -0.475 -1.566 1.899
H 1.288 2.427 3.182
H 0.466 -1.934 1.483
C 0.376 -2.211 -2.594
H 3.675 -1.384 -1.573
H 1.333 -5.446 -2.593
C 4.996 0.796 -3.803
C -1.470 -3.619 -3.173
O 3.312 -0.486 1.639
C 1.222 -3.317 -2.475
H 2.815 4.261 -1.299
H -0.869 -3.513 2.694
C 0.423 2.019 3.694
H 1.460 1.716 5.546
H -3.745 -4.394 1.900
H 2.744 -0.807 0.933
H -2.686 0.656 5.537
C -0.596 1.111 5.666
O -0.111 0.499 -2.386
H 1.683 1.388 -4.195
H 5.853 -0.623 -2.441
H -0.257 -1.090 2.858
S -1.941 -3.522 0.555
C 0.846 0.501 0.047
C -2.805 1.691 -0.592

No. 3
Molecular formula: C41H38BaGeN4Si
Method: DFT, ωB97M-V/def2-TZVPD

Its LUMO energy (spin up / spin down) is -2.7 / -3.9 eV. As for the total charge: +1. Its electronic energy is -4195.907135 Ha. Its multiplicity is 2. As for the orbital gap (spin up / spin down): 7.2 / 6.6 eV.

Positions of all 86 atoms, in Å:
H -1.793 -4.391 -3.512
H -1.959 5.029 -0.528
C -2.481 6.268 -2.205
C -5.645 -8.712 -1.851
C -5.357 -9.324 -4.189
H -0.551 -2.383 -2.732
C -4.764 -7.661 -2.095
H -5.612 -9.999 -4.995
C 2.954 0.650 -5.431
C 3.604 1.349 1.370
C 5.714 3.027 0.717
H -1.675 0.273 7.524
H 5.586 2.199 -1.251
H 0.556 -1.948 7.390
H 3.727 2.194 3.333
H -2.432 -0.438 6.093
N -0.992 1.785 -1.305
H 2.262 0.832 5.902
H 1.363 1.093 7.402
H 1.466 -2.161 5.889
H -2.944 7.248 -4.053
C -1.678 0.275 6.432
Ba 0.176 -0.352 0.139
C -2.341 5.217 -4.374
H 3.799 -2.231 -2.130
C -1.341 2.769 -1.783
H 3.623 -0.824 -4.018
C -2.776 -4.255 -0.292
C 1.280 1.076 6.313
H -1.688 3.169 -4.384
C 0.493 -1.886 6.302
H 1.559 4.427 -5.694
C 2.252 3.173 -2.102
H -3.392 -4.734 0.456
H 4.383 -2.009 -0.465
C 2.491 2.290 -3.187
C -2.618 6.328 -3.587
C -0.070 -0.135 3.918
C -2.067 5.094 -1.602
C 3.010 0.963 -3.020
H 1.013 2.080 5.977
C 2.464 1.910 -5.608
H 5.608 3.698 2.752
N -3.361 -6.333 -3.304
C -1.921 4.039 -3.784
C 5.179 2.184 -0.246
H 2.464 2.848 -1.092
C -4.488 -8.283 -4.423
H -2.098 -2.748 1.075
H 5.320 -1.379 -1.821
Si 0.004 -0.169 5.753
C 1.539 4.907 -3.619
H 2.794 0.688 1.669
C -1.188 -2.937 -2.050
H 2.260 2.284 -6.604
C 5.191 3.037 2.004
C 4.136 2.197 2.331
C -4.187 -7.437 -3.353
H 1.182 5.917 -3.771
H 3.148 0.012 -6.283
C -2.050 -3.135 0.062
H -0.237 -2.623 5.961
H -2.451 5.272 -5.449
N -4.262 -6.661 -1.291
C 4.118 1.336 0.072
C -0.105 -0.119 2.690
Ge 3.373 0.161 -1.293
C -2.696 -4.731 -1.598
C 3.222 0.177 -4.130
C 1.745 4.081 -4.684
H 1.639 5.106 -1.468
N -1.263 -2.472 -0.794
C -5.928 -9.535 -2.919
C -1.874 -4.045 -2.491
C -3.430 -5.903 -2.075
H -1.981 1.268 6.095
C -1.788 3.984 -2.398
C 1.794 4.443 -2.310
H 6.539 3.679 0.462
H -4.470 -6.525 -0.319
H -2.701 7.136 -1.599
C 4.307 -1.550 -1.449
H -6.606 -10.366 -2.781
C 2.226 2.759 -4.499
H -4.046 -8.116 -5.396
H -6.086 -8.879 -0.877

No. 4
Molecular formula: C5H12N5O2S2
Method: DFT, ωB97M-V/def2-TZVPD

Its LUMO energy is -4.4 eV. As for the total charge: +1. Its electronic energy is -1417.925267 Ha. As for the orbital gap: 8.1 eV.

Positions of all 26 atoms, in Å:
C -2.485 -1.032 -0.639
C 2.823 0.574 0.280
H -0.460 1.079 0.099
O -3.781 1.397 0.348
H -3.499 -1.432 0.947
H 0.618 1.090 -1.146
N -3.570 -0.968 0.055
N -0.101 -1.187 1.591
H 0.954 2.273 0.147
H 3.403 -0.010 1.150
C -1.065 -2.475 0.070
C 0.612 1.249 -0.118
H 3.291 0.180 -0.612
H -1.516 -3.391 -0.080
O -5.688 -0.017 1.212
C 1.011 -1.035 0.770
H -0.826 -0.763 -1.673
N 1.467 0.235 0.552
N -1.791 -0.333 -1.512
H 1.938 -1.705 1.243
H -2.269 0.308 -2.196
H -4.134 2.198 0.806
S 0.376 -2.304 -0.893
H 3.018 1.616 0.311
S -4.979 0.262 0.000
N -1.082 -1.886 1.325